1.
The following is a DFT calculation (wB97M-V/def2-TZVPD) of a 13-piece molecular cluster, H26O13 overall at a distorted geometry.

```
39
Properties=species:S:1:pos:R:3:forces:R:3:nbo_charge:R:1
H -1.34795 0.40045 0.45329 -0.06 -0.06 -0.25 0.48
H -0.07443 0.52329 1.27373 0.12 0.17 -0.06 0.47
H -4.12381 1.17159 3.49225 -0.10 -0.09 -0.04 0.47
H -3.13900 0.21596 2.83884 -0.07 -0.06 -0.07 0.47
H -0.46877 -1.80228 -2.40474 0.11 -0.20 -0.17 0.48
H -0.37644 -3.26119 -2.82080 -0.27 -0.10 -0.10 0.45
H 2.25374 3.94058 0.53367 0.01 -0.05 -0.02 0.47
H 2.88827 3.15066 -0.59922 0.08 0.10 0.11 0.46
H 1.51484 0.53734 -1.15154 -0.53 -0.10 0.47 0.45
H 1.55317 -0.77320 -0.38273 -0.31 0.42 0.36 0.45
H -2.74843 -2.13316 0.28259 0.07 -0.06 -0.04 0.47
H -2.05676 -2.54834 1.57071 0.04 -0.07 -0.06 0.47
H 2.44219 -2.68708 -0.22156 -0.02 -0.12 -0.25 0.46
H 3.48673 -3.71516 0.18097 0.05 -0.06 -0.12 0.47
H 2.09634 -2.69352 4.03066 -0.02 -0.10 -0.01 0.47
H 2.07882 -2.93700 2.53051 -0.07 -0.06 0.08 0.46
H -2.92028 2.95811 1.10514 -0.05 0.10 0.11 0.46
H -3.56011 2.96145 -0.27350 0.25 -0.05 -0.15 0.49
H 2.38415 1.62849 -2.27213 0.16 -0.13 -0.31 0.45
H 1.91179 2.68291 -3.25961 -0.04 -0.04 -0.14 0.47
H 2.11888 -1.20636 -2.66124 0.05 0.33 -0.50 0.46
H 1.17248 -0.66491 -3.72010 0.12 -0.05 -0.18 0.46
H 2.07258 1.98049 2.37988 0.07 -0.04 -0.14 0.49
H 0.70389 2.34290 2.93249 0.00 -0.04 -0.03 0.47
H -4.00699 0.21563 -1.41284 -0.05 0.12 -0.43 0.46
H -4.21122 1.23039 -0.29992 0.06 -0.40 -0.18 0.49
O -0.39286 0.28420 0.39599 -0.42 0.32 0.58 -0.96
O -4.07828 0.33188 3.02130 0.17 0.11 0.06 -0.93
O -0.32895 -2.36571 -3.17415 -5.83 -3.41 -0.06 -0.92
O 3.10627 3.63131 0.20728 -0.11 -0.06 -0.02 -0.93
O 1.38349 -0.41135 -1.25981 1.25 1.48 3.28 -0.91
O -1.87530 -2.23080 0.67895 -0.26 -0.04 0.16 -0.93
O 3.20677 -3.16634 -0.56025 -0.02 0.07 0.33 -0.92
O 1.85464 -3.35296 3.37057 0.08 0.18 -0.05 -0.93
O -3.18774 2.36981 0.39005 0.97 2.26 2.41 -0.94
O 2.08449 1.73788 -3.18165 0.04 0.32 0.19 -0.92
O 1.24909 -1.35317 -3.04971 5.61 1.27 -3.40 -0.93
O 1.13059 1.88493 2.19957 0.04 0.20 0.32 -0.95
O -3.79589 1.12226 -1.16294 -1.13 -2.07 -1.70 -0.96
```
Positions in Å, forces in eV/Å.

Summary:
total energy = -27034.112 eV
max |F| = 6.75 eV/A
HOMO level = -7.532 eV
Kohn-Sham gap = 7.051 eV
energy relative to the best compared isomer or geometry (same formula, charge and spin) = 756.0 kJ/mol


2.
The following is a DFT calculation (wB97M-V/def2-TZVPD) of C20H36B11Br6CsN3SSi2 as an isolated structure at a distorted geometry.

```
80
Properties=species:S:1:pos:R:3:forces:R:3:mulliken_charge:R:1
Cs -1.97112 0.29492 -0.39795 0.33 -0.76 -1.05 1.22
C 3.61354 -1.46630 -1.65618 0.12 0.16 0.10 -0.37
Si 3.46932 0.36398 -1.66455 -0.38 -0.21 0.19 -0.19
C 2.10165 0.96656 -2.74639 -0.20 0.16 -0.16 -0.98
C 5.07555 1.20412 -2.08240 0.18 0.30 0.16 -1.07
C 3.19686 1.09746 0.10087 -0.24 0.26 -0.09 1.44
C 2.52287 2.40696 0.13994 0.74 -0.26 0.10 -0.45
C 3.34199 3.52808 0.28270 -0.30 0.15 0.12 -0.42
C 2.71145 4.76419 0.26826 0.17 0.06 0.00 -0.63
C 1.33281 4.82142 0.18310 -0.01 0.04 0.01 -0.53
C 0.62143 3.63612 0.07284 -0.06 -0.27 0.12 -0.54
N 1.19998 2.43176 0.01588 -0.16 0.10 -0.36 0.06
Si 3.93115 0.48484 1.78650 0.06 0.06 -0.16 -0.01
C 3.74573 -1.34993 1.85959 -0.06 -0.22 -0.04 -0.92
C 3.08481 1.35154 3.17032 -0.19 0.13 0.16 -0.83
C 5.71537 1.00862 1.64191 0.11 0.07 -0.08 -1.07
H 3.69020 -1.79715 -2.69800 0.01 0.01 0.13 0.24
H 2.73832 -1.94740 -1.21399 0.09 0.18 -0.02 0.08
H 4.50371 -1.81919 -1.13277 -0.05 0.07 -0.05 0.35
H 2.36427 0.75838 -3.78740 -0.04 -0.01 0.01 0.43
H 1.93229 2.04072 -2.64789 0.01 -0.06 -0.04 0.33
H 1.16597 0.45041 -2.52209 0.02 -0.01 -0.01 0.21
H 5.32321 0.86608 -3.09298 0.02 0.02 0.01 0.43
H 5.89274 0.92472 -1.41858 0.02 -0.01 -0.06 0.33
H 4.98622 2.29180 -2.09613 0.03 -0.03 -0.05 0.32
H 4.41641 3.44656 0.38238 -0.04 -0.04 0.05 0.40
H 3.30164 5.66708 0.35878 -0.04 0.01 -0.02 0.49
H 0.80754 5.76548 0.22008 -0.01 -0.02 -0.03 0.52
H -0.46209 3.64488 0.03940 0.02 0.02 0.03 0.34
H 2.70957 -1.66640 1.71416 0.04 -0.01 0.02 0.23
H 4.05489 -1.66546 2.86073 -0.03 -0.03 -0.03 0.51
H 4.37058 -1.86676 1.13105 -0.01 0.00 0.03 0.25
H 2.12966 0.88151 3.41430 0.04 0.04 0.01 0.10
H 2.88841 2.40565 2.96181 0.05 -0.03 0.04 0.29
H 3.72924 1.29425 4.05239 -0.06 0.01 0.01 0.50
H 6.23497 0.56497 0.79334 0.01 -0.02 0.04 0.34
H 6.19400 0.65445 2.55996 0.05 0.04 -0.03 0.46
H 5.82766 2.09250 1.60283 0.05 -0.03 0.04 0.33
Br -4.15036 -0.63620 2.04403 -0.27 -0.09 0.25 -0.44
B -3.80288 0.82724 3.31343 0.07 -0.01 -0.08 0.93
B -4.64393 1.01838 4.84700 -0.15 -0.09 0.10 0.59
C -3.49785 1.77083 5.85123 0.01 0.04 -0.15 -0.53
B -2.93553 0.55004 4.82776 0.07 -0.17 0.08 0.07
B -1.96073 1.99604 5.17354 0.15 -0.06 0.12 0.54
B -3.06531 3.35503 5.41167 -0.01 0.13 0.13 0.71
B -4.72418 2.75162 5.21406 -0.13 0.08 0.14 0.77
B -4.93372 2.18725 3.55119 0.11 0.02 0.01 -0.80
Br -6.61298 2.27056 2.59721 -0.12 0.03 -0.05 -0.36
B -3.94650 3.65202 3.90970 0.02 -0.06 -0.07 -0.23
Br -4.52112 5.41788 3.37044 -0.01 0.11 -0.03 -0.36
B -2.22035 3.16502 3.87157 0.00 0.00 0.03 -0.26
Br -0.78655 4.34412 3.26200 0.00 0.05 0.05 -0.37
B -2.14872 1.42630 3.52518 -0.15 0.09 -0.08 0.60
Br -0.65930 0.62536 2.52122 0.40 0.03 0.55 -0.32
B -3.38198 2.45527 2.72960 0.18 -0.14 0.06 -0.50
Br -3.30710 2.89721 0.82103 -0.31 0.70 0.20 -0.57
H -5.45496 0.28421 5.29089 0.06 0.02 -0.03 -0.27
H -3.54612 1.54690 6.90515 0.01 0.00 0.01 0.69
H -2.59630 -0.50062 5.24908 -0.02 0.05 -0.06 -0.29
H -0.98014 1.90453 5.82742 -0.05 -0.01 -0.06 -0.30
H -2.82998 4.16839 6.23385 0.00 -0.04 -0.04 -0.28
H -5.58190 3.17147 5.90756 0.03 -0.04 -0.05 -0.27
N -1.40028 -3.73486 -1.97220 0.04 -0.04 0.18 -0.39
C -0.08658 -3.62091 -1.62568 0.07 0.07 -0.10 0.23
S 0.35762 -2.83932 -0.21006 -0.24 0.11 -0.03 -0.30
N 0.76393 -4.12982 -2.54134 0.14 -0.01 0.08 -0.19
C 2.18639 -4.21557 -2.50614 -0.13 -0.05 -0.12 0.40
C 2.90159 -4.46056 -1.34244 0.05 -0.30 -0.03 -0.14
C 4.28451 -4.56477 -1.40826 -0.04 -0.12 -0.05 -0.62
C 4.95593 -4.43867 -2.61703 -0.07 -0.05 0.01 -0.53
C 4.23034 -4.21322 -3.77863 0.00 -0.05 0.00 -0.64
C 2.84931 -4.10092 -3.72315 0.02 -0.01 -0.02 -0.64
H -2.04728 -3.63716 -1.20556 0.01 0.07 -0.06 0.28
H -1.66783 -4.40832 -2.67413 -0.01 -0.03 0.01 0.19
H 0.35945 -4.41861 -3.41955 -0.01 -0.06 0.02 0.27
H 2.38896 -4.57571 -0.39997 0.01 -0.01 -0.02 0.49
H 4.83871 -4.76620 -0.50023 0.00 0.00 0.00 0.43
H 6.03280 -4.53481 -2.65694 -0.01 0.01 0.00 0.44
H 4.73608 -4.12735 -4.73152 -0.01 -0.01 0.01 0.40
H 2.28261 -3.92105 -4.63048 0.01 0.00 0.01 0.36
```
Positions in Å, forces in eV/Å.

Summary:
total energy = -480635.318 eV
max |F| = 1.34 eV/A
HOMO level = -10.971 eV
net charge = +1
Kohn-Sham gap = 5.079 eV
energy relative to the best compared isomer or geometry (same formula, charge and spin) = 17.9 kJ/mol